DFT (ωB97M-V with the def2-TZVPD basis set) results for C5H9NO in the gas phase.

XYZ file:
```
16
Properties=species:S:1:pos:R:3:forces:R:3
N 2.5051 0.6758 0.4196 -0.3 0.0 -0.2
C 1.3777 0.3635 -0.0584 0.3 -0.1 0.1
C 0.8776 -1.0571 -0.1298 0.0 0.0 0.0
C -0.5780 -1.1724 0.3448 0.0 0.0 0.0
C -1.4357 -0.0750 -0.2885 0.0 0.0 0.0
C -0.7818 1.2802 -0.0704 -0.2 0.0 0.1
O 0.5444 1.3096 -0.6029 0.1 0.0 0.0
H 2.6047 1.6920 0.3546 0.1 -0.1 0.0
H 0.9490 -1.3841 -1.1765 0.0 0.1 0.1
H 1.5488 -1.6840 0.4610 -0.1 0.1 -0.1
H -0.6133 -1.0775 1.4385 0.0 0.0 -0.1
H -0.9741 -2.1638 0.1007 0.1 0.1 0.0
H -1.5375 -0.2467 -1.3672 0.0 0.0 0.1
H -2.4441 -0.0676 0.1418 0.1 0.0 -0.1
H -0.7255 1.5168 1.0028 -0.1 0.0 -0.1
H -1.3174 2.0905 -0.5702 0.0 -0.1 0.0
```
Positions in Å, forces in eV/Å.

Computed properties:
Highest occupied orbital energy (eV): -10.05
Frontier orbital gap (eV): 11.00
Maximum force (eV/A): 0.38

Results of the natural (NBO) charge analysis, in e, for atoms 1 through 2: -0.66 0.56